The following is a DFT calculation (the ωB97M-V functional and the def2-TZVPD basis) of a 19-piece molecular cluster, C36H41Cl54O3P overall.

## Properties
* HOMO: -0.2968 hartree

XYZ file:
```
135
Properties=species:S:1:pos:R:3:forces:R:3:lowdin_charge:R:1
C 4.8917 -3.0587 -0.4415 1.2 0.5 0.3 -0.116
O 3.6565 -2.3565 -0.5756 0.0 -0.8 0.6 -0.197
C 2.5538 -3.0748 -0.0016 -0.8 -0.3 -0.2 -0.236
C 1.4730 -2.1189 0.6077 -0.3 -0.4 -1.5 -0.238
C 0.6990 -1.4528 -0.6210 0.6 -0.1 0.2 -0.179
C 0.7848 0.1166 -0.6749 -0.3 0.2 -0.6 -0.199
C -0.5336 0.9045 -0.3235 -0.6 -0.8 0.9 -0.145
C -1.8273 0.3782 -1.0448 0.6 0.2 0.1 -0.124
C -1.8215 -0.1777 -2.2813 -1.1 -0.2 0.7 0.063
C -3.1833 -0.6885 -2.8460 0.6 0.0 1.3 -0.310
O -3.4873 -0.6033 -4.0085 0.1 -0.4 0.1 0.090
C -4.1423 -1.3082 -1.7709 -0.5 -0.8 1.6 -0.214
C -4.9942 -2.4480 -2.0067 -0.2 0.8 2.0 -0.029
C -5.8263 -2.9421 -0.8969 1.0 0.3 0.5 -0.349
P -6.9475 -4.4464 -1.1030 0.0 0.3 -0.1 0.901
C -6.6477 -5.4609 0.4685 0.5 -0.3 -0.1 -0.336
C -6.0990 -5.4154 -2.4920 0.8 0.9 0.6 -0.321
C -5.8288 -2.3203 0.4326 1.4 1.4 -1.3 -0.106
C -4.9707 -1.1802 0.6699 -0.4 -0.4 -2.3 -0.120
C -4.1530 -0.7099 -0.4301 0.3 -0.2 -0.4 -0.404
C -3.1700 0.4947 -0.2342 0.2 -1.1 -1.2 -0.339
O -3.4247 1.4571 0.4434 0.2 -0.4 0.2 0.096
H 5.4808 -2.5886 0.4003 -0.5 -0.6 -0.6 0.098
H 4.7869 -4.1495 -0.2244 -0.1 0.8 -0.3 0.089
H 5.5321 -2.9373 -1.3581 -0.9 -0.1 0.7 0.043
H 2.0501 -3.6130 -0.8608 0.3 0.3 0.9 0.128
H 2.8768 -3.8775 0.7105 0.0 0.9 -0.3 0.090
H 0.7445 -2.7668 1.1468 0.8 0.7 -0.4 -0.011
H 1.8720 -1.3840 1.3383 -0.1 -0.4 -0.9 0.008
H 1.1720 -1.8278 -1.5717 -0.4 0.3 0.9 0.110
H -0.3341 -1.8695 -0.6114 0.7 0.7 -0.1 0.050
H 1.0791 0.4089 -1.7168 -0.1 -0.1 0.8 0.101
H 1.6137 0.4302 0.0166 -1.0 -0.1 -0.9 0.029
H -0.4211 2.0158 -0.4281 -0.1 -1.0 -0.1 0.070
H -0.7304 0.7379 0.7769 0.1 0.3 -0.9 0.120
H -0.8798 -0.2891 -2.8692 -1.1 0.2 0.3 0.136
H -5.0159 -2.9679 -2.9858 0.1 0.6 0.8 0.102
H -5.9354 -4.9569 1.1680 -0.8 -0.4 -0.6 -0.040
H -6.1915 -6.4460 0.1802 -0.4 1.0 0.3 -0.038
H -7.6260 -5.6561 0.9778 0.9 0.2 -0.5 0.035
H -6.5514 -6.4261 -2.5959 0.4 0.8 0.0 0.026
H -5.0039 -5.4426 -2.2352 -0.9 -0.4 -0.4 0.040
H -6.1941 -4.8060 -3.4263 -0.2 -0.7 0.7 0.029
H -6.4401 -2.6840 1.2859 0.4 0.1 -1.0 0.107
H -4.8626 -0.6466 1.6412 -0.3 -0.6 -0.8 0.131
C 2.0677 2.6487 2.8403 -0.1 0.0 0.0 -1.524
Cl 0.9059 3.4239 1.7594 0.1 0.0 0.1 0.553
Cl 1.3495 2.3738 4.4323 0.1 0.0 0.0 0.533
Cl 2.6454 1.1278 2.1478 0.1 0.1 0.3 0.561
H 2.9174 3.3123 2.9588 -0.1 -0.1 0.0 -0.038
C 5.3245 3.6294 -0.2699 -0.1 0.0 -0.1 -1.507
Cl 4.1265 2.4386 -0.7809 0.2 -0.1 0.0 0.518
Cl 5.3554 4.9866 -1.3993 -0.2 0.1 0.4 0.476
Cl 4.9878 4.1927 1.3722 0.1 0.0 0.0 0.543
H 6.3018 3.1565 -0.2745 -0.1 0.1 0.0 0.014
C 7.8829 -2.7223 -3.5600 -0.2 0.0 0.1 -1.558
Cl 6.4522 -3.2917 -4.4256 0.0 0.0 0.1 0.516
Cl 7.5580 -1.1728 -2.7759 -0.1 -0.4 0.0 0.503
Cl 8.4123 -3.9231 -2.3740 0.0 0.0 -0.1 0.531
H 8.6812 -2.5783 -4.2790 -0.1 0.0 0.1 -0.055
C 6.3701 7.2999 4.1502 0.0 0.0 -0.1 -1.558
Cl 4.7488 6.6050 4.2857 0.0 0.0 0.0 0.502
Cl 7.4555 6.1846 3.3129 0.0 0.1 0.1 0.517
Cl 6.3110 8.8552 3.3151 0.0 -0.1 0.0 0.514
H 6.7567 7.4647 5.1525 -0.1 -0.1 -0.2 -0.081
C -2.1893 -3.8593 1.6542 0.3 0.1 -0.1 -1.444
Cl -0.6815 -4.6393 1.1765 -0.2 -0.5 -0.1 0.578
Cl -2.6297 -2.5915 0.4976 1.0 -1.3 0.8 0.779
Cl -3.4805 -5.0517 1.8143 0.1 0.1 0.0 0.593
H -2.0359 -3.3901 2.6218 0.0 -0.1 -0.1 0.009
C -6.1320 3.3572 2.3376 0.0 0.1 -0.2 -1.510
Cl -6.2452 2.6522 3.9585 0.0 0.0 0.0 0.528
Cl -7.7061 3.3277 1.5356 0.1 0.0 0.8 0.492
Cl -5.5082 5.0064 2.4199 -0.1 -0.2 0.0 0.514
H -5.4389 2.7576 1.7526 -0.1 0.0 0.1 -0.003
C 8.4943 -2.0678 -7.8945 -0.2 0.0 0.0 -1.521
Cl 7.0527 -2.6280 -8.7457 0.1 0.0 0.0 0.536
Cl 8.1841 -0.5223 -7.0934 0.1 -0.1 0.0 0.523
Cl 9.0328 -3.2750 -6.7216 0.2 0.0 -0.3 0.551
H 9.2858 -1.9223 -8.6221 -0.1 0.0 0.1 0.016
C -2.3425 -2.3596 -6.9395 0.0 0.1 0.0 -1.554
Cl -0.8283 -3.1532 -7.3917 0.0 0.0 0.1 0.515
Cl -2.7616 -1.1064 -8.1114 0.0 -0.1 0.1 0.523
Cl -3.6481 -3.5431 -6.8005 0.0 0.0 0.0 0.510
H -2.2061 -1.8883 -5.9708 -0.1 0.0 -0.1 -0.011
C 6.1142 9.2707 7.6311 -0.2 0.0 -0.1 -1.518
Cl 7.6635 8.5650 7.1468 0.1 0.1 0.2 0.559
Cl 5.5898 10.4807 6.4573 0.0 0.0 0.2 0.528
Cl 4.8900 8.0110 7.8156 0.1 0.1 0.0 0.532
H 6.2480 9.7599 8.5902 0.0 -0.1 -0.1 0.013
C 8.2675 2.6904 -4.3870 0.1 0.0 0.1 -1.523
Cl 9.1040 1.4236 -3.4822 0.1 0.4 -0.2 0.496
Cl 7.0828 3.5041 -3.3585 0.2 -0.2 -0.3 0.504
Cl 9.4235 3.8537 -5.0470 -0.1 0.0 0.0 0.530
H 7.7397 2.2271 -5.2147 0.1 0.0 0.1 0.004
C 3.6589 7.1650 -4.7308 0.0 0.0 0.1 -1.520
Cl 2.3225 6.0986 -5.1839 0.1 0.0 -0.1 0.546
Cl 3.2184 8.1554 -3.3358 0.0 -0.1 -0.1 0.533
Cl 5.1154 6.2242 -4.3915 -0.1 0.1 -0.2 0.499
H 3.8658 7.8251 -5.5666 0.0 -0.1 0.1 0.014
C 0.0237 4.8847 -2.5348 0.0 -0.1 0.0 -1.543
Cl -1.3963 3.9785 -3.0745 0.1 0.0 0.0 0.526
Cl -0.3683 5.8706 -1.1212 0.0 0.0 -0.1 0.526
Cl 1.3647 3.7911 -2.1745 -0.1 0.1 -0.1 0.504
H 0.3317 5.5472 -3.3375 0.0 -0.1 0.1 -0.041
C -6.5287 2.1581 -2.4515 -0.2 0.0 0.0 -1.456
Cl -5.8285 0.7969 -1.5607 -1.1 1.3 -0.8 0.778
Cl -7.6670 3.0360 -1.4258 0.1 0.0 -0.7 0.500
Cl -5.2486 3.2333 -3.0279 0.0 -0.1 0.0 0.532
H -7.0651 1.7708 -3.3122 0.1 0.0 0.1 0.020
C 1.7838 -3.8834 4.4282 -0.1 0.2 -0.3 -1.515
Cl 0.1524 -4.5578 4.5414 0.1 0.0 0.2 0.533
Cl 2.8626 -5.0045 3.5922 -0.1 0.3 -0.2 0.509
Cl 1.7472 -2.3102 3.6071 0.1 -0.3 0.7 0.604
H 2.1598 -3.7321 5.4327 -0.1 0.0 -0.1 -0.048
C -6.7052 8.6763 2.7987 0.0 -0.1 0.0 -1.544
Cl -5.0892 8.2551 2.2189 0.0 0.2 0.0 0.498
Cl -7.9338 8.1794 1.6303 0.1 0.1 0.1 0.520
Cl -7.0125 7.9402 4.3754 0.0 0.1 -0.1 0.516
H -6.7566 9.7542 2.9100 0.0 -0.1 0.0 0.011
C -5.7040 -9.7789 -0.8430 0.1 0.0 0.1 -1.533
Cl -5.0010 -11.1281 0.0544 -0.1 0.1 -0.1 0.528
Cl -6.8865 -8.9188 0.1503 0.0 -0.3 -0.1 0.550
Cl -4.4403 -8.6752 -1.3985 -0.1 0.0 0.0 0.532
H -6.2154 -10.1777 -1.7129 0.1 0.0 0.1 0.015
C -6.9501 0.0947 6.8477 0.0 0.0 0.1 -1.557
Cl -8.3826 -0.8113 6.3489 0.1 0.1 0.0 0.519
Cl -7.2908 1.0546 8.2912 0.0 0.0 -0.1 0.521
Cl -5.5896 -0.9974 7.1319 0.0 0.1 0.0 0.515
H -6.6800 0.7719 6.0448 0.0 -0.1 0.1 -0.042
C 3.5433 -7.2353 6.7931 -0.1 -0.1 0.0 -1.516
Cl 3.4194 -5.4670 6.7770 0.2 -0.3 0.4 0.549
Cl 2.6903 -7.9008 8.1892 0.1 0.0 -0.1 0.530
Cl 2.9152 -7.9307 5.2976 0.1 0.0 0.2 0.519
H 4.5921 -7.5000 6.8770 -0.1 0.1 0.0 0.016
```
Forces are in eV/Å.

=====

The following is a DFT calculation (the ωB97M-V functional and the def2-TZVPD basis) of C20H25N3O4S as an isolated structure.

## Properties
* energy above the lowest of the compared OMol25 structures with the same formula, charge and spin: 616.0 kcal/mol
* HOMO: -0.2684 hartree

XYZ file:
```
53
Properties=species:S:1:pos:R:3:forces:R:3:nbo_charge:R:1
O 1.9613 -0.9298 -1.4635 -0.5 -0.3 -0.2 -0.603
C 1.1523 -0.8315 -0.5663 4.4 3.8 -0.3 0.729
C 0.0991 -1.6427 -0.2338 2.4 14.1 9.5 -0.311
C -0.6604 -1.1636 1.0130 4.0 2.8 -2.4 -0.098
N -0.5910 -0.0140 1.7747 5.6 2.3 -1.5 -0.571
C 0.6241 0.7682 1.4813 -0.6 -1.7 -0.8 0.627
N 0.9653 1.8797 2.3236 4.9 -3.5 -11.8 -0.616
H 1.4789 2.5636 1.6325 -1.3 -1.1 2.3 0.412
C 0.0815 2.2605 3.1767 -1.0 0.2 9.0 -0.249
C -1.3755 2.5621 2.9568 2.6 2.6 -3.6 -0.079
O -1.3246 3.9283 2.2501 -2.5 0.2 4.5 -0.607
C -1.0806 4.1808 0.9052 2.4 -13.5 3.5 -0.009
C -2.0082 3.1524 0.0650 12.6 -0.2 -2.4 -0.067
O -1.5511 3.5809 -1.3379 -17.5 -1.0 5.0 -0.760
H -0.7956 3.6291 -1.6075 14.0 0.2 -3.2 0.449
H -1.3558 2.1546 0.2209 -2.4 1.6 -0.3 0.176
H -2.9578 3.1122 0.3548 -4.1 0.2 0.1 0.193
H 0.0195 3.9842 1.0216 -0.6 0.4 -2.6 0.156
H -1.3553 5.0029 0.6688 -3.0 10.7 -2.6 0.151
H -1.7542 2.6574 3.9319 -1.3 0.5 0.8 0.209
H -1.8462 1.8853 2.2631 -0.3 -0.4 0.5 0.222
H 0.2637 1.3998 3.9686 -1.6 1.3 -0.6 0.201
H 0.7465 2.9994 3.7223 -2.1 0.5 0.1 0.228
N 1.5974 0.4539 0.3843 -7.4 -3.8 1.2 -0.493
C 2.5532 1.2826 -0.3249 -2.8 0.6 16.5 -0.185
C 2.2398 2.4691 -0.6789 -2.3 10.0 -0.8 0.184
C 1.5514 2.8606 -1.7177 0.2 -0.4 -7.0 -0.280
C 1.6668 4.2450 -2.0209 -0.5 3.3 6.2 -0.317
C 2.1531 4.7752 -0.5841 -2.4 -11.2 -7.7 0.161
O 2.5001 3.6343 0.1372 0.1 1.2 -1.4 -0.432
H 2.2562 5.6981 -0.4033 1.2 6.6 2.7 0.177
H 1.0970 4.9381 -2.7425 1.3 -1.5 1.1 0.250
H 1.4327 2.1362 -2.6295 -0.3 1.1 2.1 0.248
H 3.0529 0.6660 -0.6923 8.2 -8.7 -7.0 0.229
H 3.1786 1.4168 0.9091 -0.5 0.4 -3.7 0.201
S -1.7307 -2.2650 1.2573 -5.7 -2.4 2.6 0.640
C -1.6140 -3.1666 -0.1519 3.3 -0.4 1.1 -0.265
C -0.2409 -2.7383 -0.5522 -8.8 -14.2 -10.3 -0.009
C 0.1613 -3.3194 -1.9670 1.7 -1.1 0.3 -0.428
H 1.1279 -2.6403 -2.3128 -2.7 -2.2 0.4 0.260
C 0.6390 -4.8724 -1.5332 2.7 10.1 -15.9 -0.407
C -0.2902 -5.7075 -1.4572 -15.1 -6.6 -1.1 -0.267
C -1.3951 -5.5736 -0.2762 3.1 -3.9 -0.8 -0.419
H -0.8436 -5.6248 0.6770 -0.4 0.0 -0.1 0.201
H -2.0471 -6.4213 -0.3707 0.4 -1.5 0.1 0.211
C -2.3597 -4.5544 -0.3091 0.3 5.9 2.9 -0.408
H -3.1223 -4.6025 0.5230 0.8 -0.1 -0.8 0.222
H -2.8628 -4.4333 -1.1883 -1.5 -0.3 -2.6 0.223
H -1.1764 -5.7222 -2.6158 2.5 0.3 3.0 0.094
H 0.0196 -6.6730 -1.5866 0.5 -2.9 0.4 0.215
H 1.1882 -4.7984 -0.8449 8.3 1.1 9.9 0.185
H 1.2390 -5.0711 -2.5832 -0.6 -0.1 2.8 0.194
H -0.7075 -3.5117 -2.8668 2.3 1.0 2.9 0.231
```
Forces are in eV/Å.

=====

The following is a DFT calculation (the ωB97M-V functional and the def2-TZVPD basis) of one molecule with the formula C5H6O.

## Properties
* energy above the lowest of the compared OMol25 structures with the same formula, charge and spin: 88.7 kcal/mol
* HOMO (spin up / spin down): -0.3148 / -0.3148 hartree

XYZ file:
```
12
Properties=species:S:1:pos:R:3:forces:R:3:nbo_charge:R:1
C 1.6099 -1.0575 -0.7419 0.0 0.0 0.0 -0.698
C 0.4466 -0.1018 -0.5054 -0.1 0.2 -0.1 0.532
C -0.3586 -0.2464 0.6978 -0.1 0.0 0.1 -0.430
C -1.2810 0.7334 0.8888 0.1 0.3 0.0 -0.277
C -1.6021 1.9328 0.3212 0.3 -0.4 -0.1 0.068
O 0.1991 0.8038 -1.3023 -0.1 -0.2 0.3 -0.567
H 1.7670 -1.7600 0.0831 -0.1 0.2 -0.1 0.214
H 2.5311 -0.4881 -0.9016 -0.2 0.0 0.0 0.241
H 1.4282 -1.6332 -1.6562 -0.1 0.1 0.1 0.239
H -0.1943 -1.0338 1.4224 0.0 0.1 -0.1 0.225
H -1.9278 0.8190 1.7843 0.1 -0.3 0.2 0.282
H -2.6181 2.0318 -0.0903 0.3 0.0 -0.3 0.171
```
Forces are in eV/Å.

=====

The following is a DFT calculation (the ωB97M-V functional and the def2-TZVPD basis) of C14H35AsBF10NO8PS2 as an isolated structure.

## Properties
* energy above the lowest of the compared OMol25 structures with the same formula, charge and spin: 0.0 kcal/mol
* charge: -1
* HOMO: -0.2912 hartree

XYZ file:
```
73
Properties=species:S:1:pos:R:3:forces:R:3:lowdin_charge:R:1
N 1.1004 1.3601 0.0005 -0.1 -1.1 -0.4 0.311
H 0.2842 1.2142 -0.5762 -0.6 1.0 -0.4 0.079
H 0.8403 1.1286 0.9486 0.1 0.2 0.9 0.081
H 1.6604 2.1904 -0.1303 -0.2 0.7 0.2 0.090
H 1.6518 0.5779 -0.3223 0.6 -0.3 0.0 0.042
B 1.8777 4.4476 -0.5545 1.6 1.8 -0.5 -1.427
F 0.6943 4.4926 0.0483 -3.4 0.6 1.1 0.183
F 1.7614 3.6887 -1.6944 0.1 -1.4 -1.6 0.122
F 2.3332 5.7294 -0.9564 0.0 -0.1 0.3 0.081
F 2.7101 3.8602 0.3658 1.6 -0.8 0.5 0.139
As 3.2311 -1.2169 0.7903 -1.4 1.0 1.7 0.854
F 3.1765 -2.7078 -0.0139 0.5 -0.9 -1.0 -0.232
F 1.4239 -1.3397 0.7898 1.5 0.2 0.2 -0.299
F 2.9821 0.2628 1.7793 0.8 -1.1 -1.6 -0.251
F 4.9585 -1.1750 0.7819 -0.6 0.4 -0.1 -0.234
F 3.1841 -0.3455 -0.8196 -0.1 -0.7 1.7 -0.284
F 3.2481 -2.1214 2.3058 0.2 0.4 -0.5 -0.265
C 1.2738 -3.7311 -2.2173 0.9 -2.6 0.2 -0.251
C 0.8625 -3.1822 -3.5523 -1.4 -0.6 -0.3 -0.238
C 0.3341 -1.7798 -3.3165 0.1 -0.2 -0.4 -0.194
S -0.5987 -1.9096 -1.6794 1.5 1.6 -1.2 0.755
O -2.0096 -2.1640 -1.9204 0.7 0.0 0.2 -0.336
O -0.1806 -0.7067 -0.9502 -1.2 -2.0 -0.7 -0.375
C 0.2335 -3.5220 -1.1697 -1.3 3.0 1.8 -0.186
H 2.3399 -3.5408 -2.0933 -0.4 1.0 1.2 0.114
H 1.3100 -4.8204 -2.2035 0.1 -0.4 -0.8 0.116
H 0.0166 -3.7689 -3.9104 0.0 -0.2 -0.3 0.113
H 1.6800 -3.3215 -4.2597 -0.1 0.5 -0.1 0.120
H -0.3291 -1.4194 -4.1028 -0.5 -0.3 0.2 0.090
H 1.1735 -1.0863 -3.3679 -0.1 0.3 1.1 0.105
H -0.6118 -4.1778 -0.9614 0.1 -0.6 -1.4 0.101
H 0.4844 -3.3351 -0.1255 1.1 0.3 -0.2 0.080
C -0.3041 3.2138 -4.9595 0.3 0.7 0.7 -0.211
C -0.8785 4.4480 -4.2370 -0.8 0.3 0.3 -0.197
C -1.2711 3.9925 -2.8122 -0.4 -0.4 0.3 -0.200
S -2.0695 2.3495 -2.9965 1.3 2.8 -2.6 0.724
O -3.4825 2.5108 -3.3680 1.3 -0.7 1.0 -0.346
O -1.4993 1.4782 -2.0176 -0.9 -0.9 1.1 -0.338
C -1.1306 2.0277 -4.5684 -1.2 -1.6 1.0 -0.222
H 0.6916 3.0974 -4.5314 0.2 -0.3 -0.4 0.117
H -0.2683 3.2823 -6.0467 0.2 0.4 0.1 0.113
H -1.6942 4.8260 -4.8533 -0.6 0.0 0.4 0.106
H -0.2335 5.3171 -4.1070 0.5 -0.3 -0.3 0.116
H -1.8284 4.6456 -2.1406 -0.6 0.2 -0.7 0.110
H -0.4024 3.8232 -2.1759 0.4 -0.4 -0.5 0.072
H -1.9612 1.6842 -5.1851 0.3 0.4 -0.7 0.093
H -0.5008 1.1627 -4.3606 -0.1 0.0 0.1 0.081
C -2.6370 -2.6877 1.4025 -1.2 -0.9 0.8 -0.072
C -1.6848 -1.5951 1.7522 -0.6 0.2 -1.1 -0.278
O -1.7177 -1.3175 3.1568 0.1 -0.4 0.3 -0.171
P -0.5790 -0.4319 3.7879 1.5 2.4 1.7 0.553
O 0.2247 0.4384 2.8490 -1.6 -2.1 1.5 -0.243
O 0.2195 -1.4580 4.8114 -1.7 2.5 -0.3 -0.187
C 1.0609 -2.5093 4.3967 0.7 -0.3 -1.0 -0.278
C 2.3938 -2.6004 5.1652 0.4 -0.4 -0.4 -0.066
O -1.3383 0.5009 4.9487 0.8 -1.3 -1.4 -0.191
C -2.5324 1.2904 4.8685 -1.8 0.0 0.0 -0.268
C -3.0449 1.8064 3.4967 1.6 -0.3 0.4 -0.065
H -2.7178 -2.8613 0.3295 0.3 0.1 0.0 0.061
H -2.3804 -3.6053 1.9318 0.4 -0.2 -0.2 0.080
H -3.6547 -2.5257 1.7575 -0.1 0.5 0.0 0.078
H -0.7174 -1.9443 1.3914 0.3 0.8 0.4 0.086
H -2.0159 -0.6742 1.2720 0.5 0.0 -0.4 0.123
H 0.5062 -3.4476 4.3843 -0.2 -0.1 0.8 0.112
H 1.2407 -2.3743 3.3302 0.7 0.1 0.0 0.083
H 2.4566 -2.4653 6.2450 -1.0 0.2 0.1 0.069
H 2.7779 -3.6107 5.0249 0.0 -0.2 -0.2 0.069
H 3.1826 -1.9661 4.7607 -0.4 0.3 -0.3 0.065
H -3.3841 0.7437 5.2733 0.2 -0.9 0.1 0.101
H -2.4790 2.0801 5.6178 0.8 0.3 -0.3 0.109
H -2.2609 2.4514 3.0998 -0.1 -0.1 -0.5 0.078
H -3.2168 0.9349 2.8650 0.1 0.2 -0.3 0.059
H -3.9658 2.3886 3.5286 0.0 -0.1 0.5 0.073
```
Forces are in eV/Å.